DFT (wB97M-V/def2-TZVPD) results for C3H8Si in the gas phase.

Geometry as XYZ:
```
12
Properties=species:S:1:pos:R:3:lowdin_charge:R:1
Si -0.58294 1.29750 0.74919 0.6403
C 0.66264 0.20665 -1.57385 0.0208
C 0.11837 -1.50709 0.21556 -0.1394
C 0.30945 -0.02294 -0.17649 -0.4510
H -0.23821 2.65206 0.45124 -0.0855
H -1.81618 1.01004 0.16576 -0.0820
H 1.00453 -0.46871 -2.24814 0.0118
H 0.91858 -1.83004 1.03676 0.1181
H -0.72563 1.13560 2.16139 -0.0907
H 0.19830 -2.17668 -0.53714 0.0183
H -0.76468 -1.71684 0.75723 0.0404
H 0.70616 1.17325 -1.90123 -0.0011
```

Properties
* LUMO level: 0.91 eV
* calculated total energy: -408.4973 hartree
* 2S+1: 1
* frontier orbital gap: 10.0 eV
* M: 72.2 g mol⁻¹
* energy relative to the best compared isomer or geometry (same formula, charge and spin): 27.9 kcal/mol
* charge: 0
* structure (SMILES): C=C(C)[SiH3]


DFT (wB97M-V/def2-TZVPD) results for C3H8Si2 in the gas phase.

Geometry as XYZ:
```
13
Properties=species:S:1:pos:R:3:lowdin_charge:R:1
Si 0.75627 -1.26500 0.47213 0.4514
Si -0.05678 0.57516 1.49559 0.5338
C -0.42594 1.18399 -0.32502 -0.4304
C -0.76087 0.18969 -1.30424 -0.2126
C -0.07419 -1.17051 -1.20720 -0.2479
H -1.09761 0.75372 2.65077 -0.0718
H 0.53324 -2.65389 1.02364 -0.0800
H -1.45175 0.34691 -2.17659 0.1005
H -0.52912 -1.86961 -1.80851 -0.0133
H 0.67406 1.34647 -0.37423 0.0561
H 1.06703 1.50872 1.87957 -0.0628
H 2.18685 -1.07157 0.04864 -0.0546
H -0.82120 2.12593 -0.37456 0.0316
```

Properties
* LUMO level: 0.52 eV
* calculated total energy: -697.9747 hartree
* 2S+1: 1
* frontier orbital gap: 9.0 eV
* M: 100.3 g mol⁻¹
* energy relative to the best compared isomer or geometry (same formula, charge and spin): 31.3 kcal/mol
* charge: 0
* structure (SMILES): C1=C[SiH2][SiH2]C1


DFT (wB97M-V/def2-TZVPD) results for 2 unconnected molecules or ions with the total composition C3H9BF4N3OP.

Geometry as XYZ:
```
22
Properties=species:S:1:pos:R:3:lowdin_charge:R:1
P -0.90610 0.79707 0.70314 0.7029
F -4.37478 -1.56319 -1.51808 0.0813
F -2.73933 0.02699 -1.89620 0.0047
F -4.61540 0.55768 -0.65092 0.0792
F -4.81242 0.21732 -2.90978 0.0849
O -2.16629 0.11919 0.97580 -0.3374
N 3.75045 0.73647 0.24490 0.1980
N 2.24994 -1.01503 -0.15484 0.1278
N 1.79192 0.39614 1.56681 0.1312
C 0.48923 -0.27785 1.25288 -0.3588
C 0.82403 -1.33815 0.17879 -0.0862
C 2.61945 0.07011 0.54504 -0.3855
B -4.15818 -0.19514 -1.74169 -1.2473
H 0.09804 -0.67625 2.18734 0.1258
H -0.72619 1.99943 1.42952 0.0200
H 0.19580 -1.21121 -0.70087 0.1237
H 0.79992 -2.34601 0.57652 0.1286
H 4.63257 0.26353 0.14106 0.1308
H 1.64747 1.40688 1.49429 0.1416
H 2.32553 -0.74158 -1.13125 0.1662
H 3.72670 1.72816 0.07129 0.1288
H -0.65234 1.04544 -0.66372 0.0398
```

Properties
* LUMO level: -2.15 eV
* calculated total energy: -1125.0276 hartree
* 2S+1: 1
* frontier orbital gap: 7.3 eV
* M: 220.9 g mol⁻¹
* charge: 0


no.,HOMO (hartree)
1,-0.3345
2,-0.3131
3,-0.3485